--- w ---
Below is a single C22H26N4O5S molecule, with properties calculated with ωB97M-V/def2-TZVPD.

Values from the calculation:
total charge	0
SMILES	CCn1c(COc2ccc(OC)cc2)nnc1SCC(=O)Nc1cc(OC)ccc1OC
E_HOMO	-7.49	eV
orbital gap	8.09	eV

Last column: natural (NBO) charge in e.
Element x y z (Å)
C (-2.783, 1.804, -2.098)  -0.619
C (-1.685, 0.787, -2.396)  -0.215
N (-1.121, 0.256, -1.182)  -0.365
C (-1.361, -0.939, -0.557)  0.300
C (-2.232, -2.024, -1.093)  -0.113
O (-3.490, -1.579, -1.544)  -0.502
C (-4.385, -1.091, -0.621)  0.261
C (-5.606, -0.668, -1.135)  -0.257
C (-6.585, -0.152, -0.308)  -0.246
C (-6.355, -0.048, 1.061)  0.272
O (-7.244, 0.446, 1.970)  -0.494
C (-8.500, 0.880, 1.511)  -0.252
C (-5.130, -0.471, 1.571)  -0.221
C (-4.150, -0.988, 0.746)  -0.290
N (-0.680, -1.012, 0.551)  -0.281
N (0.025, 0.121, 0.689)  -0.358
C (-0.245, 0.880, -0.344)  0.184
S (0.399, 2.461, -0.653)  0.281
C (1.458, 2.653, 0.819)  -0.605
C (2.850, 2.067, 0.590)  0.666
O (3.808, 2.787, 0.398)  -0.613
N (2.856, 0.719, 0.624)  -0.651
C (3.933, -0.147, 0.409)  0.201
C (5.251, 0.283, 0.353)  -0.339
C (6.276, -0.636, 0.157)  0.297
O (7.598, -0.309, 0.086)  -0.497
C (7.956, 1.047, 0.207)  -0.252
C (5.968, -1.986, 0.027)  -0.252
C (4.654, -2.417, 0.078)  -0.273
C (3.624, -1.510, 0.261)  0.233
O (2.288, -1.821, 0.299)  -0.514
C (1.912, -3.171, 0.393)  -0.251
H (-2.380, 2.639, -1.531)  0.218
H (-3.586, 1.342, -1.527)  0.225
H (-3.190, 2.180, -3.032)  0.218
H (-0.877, 1.264, -2.960)  0.214
H (-2.089, -0.047, -2.973)  0.226
H (-1.762, -2.468, -1.978)  0.214
H (-2.326, -2.797, -0.321)  0.213
H (-5.776, -0.754, -2.196)  0.224
H (-7.519, 0.164, -0.744)  0.215
H (-9.035, 1.220, 2.396)  0.202
H (-9.062, 0.065, 1.042)  0.175
H (-8.407, 1.711, 0.804)  0.174
H (-4.959, -0.386, 2.632)  0.227
H (-3.214, -1.299, 1.181)  0.239
H (0.941, 2.172, 1.648)  0.262
H (1.544, 3.728, 0.976)  0.256
H (1.968, 0.239, 0.784)  0.453
H (5.446, 1.335, 0.462)  0.259
H (7.499, 1.656, -0.579)  0.179
H (7.673, 1.451, 1.185)  0.177
H (9.039, 1.075, 0.104)  0.196
H (6.770, -2.690, -0.118)  0.220
H (4.444, -3.469, -0.035)  0.220
H (2.408, -3.667, 1.233)  0.177
H (2.130, -3.717, -0.532)  0.168
H (0.836, -3.152, 0.564)  0.213

--- x ---
Below is a single C22H26N4O5S molecule, with properties calculated with ωB97M-V/def2-TZVPD.

Values from the calculation:
total charge	0
SMILES	O=C(CN1C(=O)[C@H]2CC=CC[C@H]2C1=O)Nc1ccc(S(=O)(=O)NC2=NCCCCC2)cc1
E_HOMO	-9.03	eV
orbital gap	9.38	eV

Last column: natural (NBO) charge in e.
Element x y z (Å)
O (1.010, 1.677, 2.125)  -0.578
C (1.444, 1.219, 1.097)  0.675
C (2.813, 1.643, 0.531)  -0.325
N (3.778, 0.564, 0.486)  -0.465
C (3.775, -0.444, -0.444)  0.726
O (2.924, -0.582, -1.294)  -0.614
C (4.997, -1.304, -0.227)  -0.296
C (5.889, -1.299, -1.485)  -0.438
C (7.242, -1.835, -1.130)  -0.186
C (7.846, -1.362, -0.051)  -0.181
C (7.157, -0.306, 0.757)  -0.437
C (5.686, -0.704, 1.002)  -0.313
C (4.862, 0.514, 1.360)  0.715
O (5.078, 1.334, 2.206)  -0.548
N (0.815, 0.323, 0.293)  -0.626
C (-0.416, -0.298, 0.484)  0.168
C (-0.806, -1.246, -0.467)  -0.239
C (-2.022, -1.888, -0.347)  -0.174
C (-2.845, -1.588, 0.722)  -0.368
S (-4.432, -2.397, 0.862)  2.321
O (-4.697, -3.111, -0.351)  -0.932
O (-4.519, -3.102, 2.103)  -0.928
N (-5.516, -1.123, 1.027)  -0.863
C (-5.545, 0.031, 0.265)  0.460
N (-5.901, 1.092, 0.856)  -0.481
C (-6.035, 2.338, 0.147)  -0.241
C (-4.726, 2.864, -0.451)  -0.409
C (-4.345, 2.197, -1.770)  -0.396
C (-4.002, 0.716, -1.624)  -0.379
C (-5.196, -0.141, -1.190)  -0.520
C (-2.470, -0.662, 1.676)  -0.181
C (-1.256, -0.009, 1.560)  -0.198
H (3.227, 2.413, 1.189)  0.268
H (2.674, 2.041, -0.479)  0.228
H (4.675, -2.333, -0.047)  0.246
H (5.413, -1.881, -2.273)  0.237
H (5.992, -0.269, -1.842)  0.215
H (7.681, -2.591, -1.759)  0.216
H (8.818, -1.701, 0.265)  0.216
H (7.651, -0.136, 1.711)  0.239
H (7.177, 0.637, 0.201)  0.218
H (5.658, -1.400, 1.845)  0.249
H (1.327, 0.010, -0.533)  0.436
H (-0.149, -1.470, -1.294)  0.223
H (-2.353, -2.616, -1.070)  0.248
H (-5.796, -0.978, 1.987)  0.432
H (-6.406, 3.055, 0.885)  0.202
H (-6.786, 2.250, -0.649)  0.180
H (-3.926, 2.722, 0.279)  0.205
H (-4.837, 3.937, -0.622)  0.210
H (-3.478, 2.716, -2.188)  0.207
H (-5.168, 2.309, -2.480)  0.192
H (-3.187, 0.606, -0.904)  0.203
H (-3.645, 0.344, -2.587)  0.210
H (-4.996, -1.194, -1.380)  0.252
H (-6.071, 0.150, -1.779)  0.230
H (-3.128, -0.452, 2.503)  0.235
H (-0.952, 0.719, 2.294)  0.255

Most favorable first, least favorable last: x, w

--- w ---
Below is a gas-phase ion, C7H10NO2 (charge +1), with properties calculated with ωB97M-V/def2-TZVPD.

Values from the calculation:
total charge	+1
E_HOMO (spin up / spin down)	-13.45 / -10.30	eV
orbital gap (spin up / spin down)	8.08 / 3.82	eV

Last column: natural (NBO) charge in e.
Element x y z (Å)
C (-1.000, 0.170, 2.418)  0.535
C (-0.848, 2.553, 0.244)  0.093
C (-0.078, -0.729, 1.711)  -0.476
C (0.670, 0.891, -0.783)  -0.272
C (0.138, -0.253, -1.665)  -0.088
C (0.888, -2.513, -1.142)  -0.114
C (-0.838, 0.424, 1.055)  0.122
N (-0.306, 1.390, 0.207)  -0.256
O (-1.582, 0.365, 3.421)  -0.363
O (0.124, -1.510, -0.904)  -0.513
H (-1.434, 2.840, 1.088)  0.228
H (-0.734, 3.341, -0.443)  0.228
H (0.953, -0.906, 1.721)  0.265
H (-0.644, -1.694, 1.731)  0.297
H (1.479, 0.314, -0.286)  0.264
H (1.029, 1.666, -1.434)  0.255
H (-0.964, -0.148, -2.049)  0.226
H (0.723, -0.396, -2.553)  0.228
H (0.834, -3.226, -0.348)  0.172
H (1.592, -2.577, -1.988)  0.170

--- x ---
Below is a gas-phase ion, C7H10NO2 (charge +1), with properties calculated with ωB97M-V/def2-TZVPD.

Values from the calculation:
total charge	+1
E_HOMO (spin up / spin down)	-13.24 / -13.24	eV
orbital gap (spin up / spin down)	8.10 / 8.10	eV

Last column: natural (NBO) charge in e.
Element x y z (Å)
C (-1.418, -1.781, 0.565)  0.570
C (-1.714, 1.088, 0.305)  0.074
C (-0.186, -1.706, 1.412)  -0.508
C (0.643, 1.396, 0.344)  -0.276
C (1.384, 1.233, -0.920)  -0.106
C (0.872, -0.990, -1.404)  0.094
C (-0.433, -0.742, 0.197)  -0.086
N (-0.543, 0.593, 0.394)  -0.256
O (-2.415, -2.364, 0.280)  -0.410
O (1.801, -0.047, -1.055)  -0.474
H (-2.567, 0.513, 0.475)  0.222
H (-2.057, 2.132, 0.383)  0.234
H (-0.210, -0.983, 2.303)  0.247
H (0.574, -2.438, 1.336)  0.258
H (1.285, 0.921, 1.217)  0.258
H (0.456, 2.571, 0.434)  0.273
H (0.809, 1.574, -1.843)  0.201
H (2.352, 1.905, -1.000)  0.255
H (1.265, -1.969, -1.230)  0.217
H (0.104, -0.905, -2.193)  0.213

Most favorable first, least favorable last: x, w

--- w ---
Below is 6 unconnected molecules or ions with the total composition CH13O5S, with properties calculated with ωB97M-V/def2-TZVPD.

Values from the calculation:
total charge	-1
E_HOMO	-3.95	eV
orbital gap	7.49	eV

Last column: natural (NBO) charge in e.
Element x y z (Å)
C (-0.604, -0.937, 2.082)  -0.740
S (-0.028, -1.172, 0.334)  -0.685
H (-1.536, -0.261, 2.237)  0.178
H (0.197, -0.425, 2.623)  0.193
H (-0.695, -1.877, 2.578)  0.178
H (-1.646, 0.320, -0.984)  0.501
H (-2.403, 1.365, -0.286)  0.460
O (-2.228, 1.139, -1.245)  -0.988
H (0.709, -3.205, 1.467)  0.485
H (-0.111, -4.275, 1.272)  0.452
O (0.840, -4.162, 1.291)  -0.952
H (0.735, 0.958, 0.754)  0.474
H (0.594, 2.223, 0.281)  0.466
O (1.314, 1.750, 0.760)  -0.987
H (1.877, 0.840, -1.786)  0.471
H (0.435, 0.485, -1.344)  0.486
O (1.024, 0.613, -2.148)  -0.989
H (-0.835, 2.748, -1.262)  0.495
H (0.276, 3.341, -2.104)  0.470
O (-0.142, 3.429, -1.318)  -0.968

--- x ---
Below is 6 unconnected molecules or ions with the total composition CH13O5S, with properties calculated with ωB97M-V/def2-TZVPD.

Values from the calculation:
total charge	-1
E_HOMO	-3.63	eV
orbital gap	6.94	eV

Last column: natural (NBO) charge in e.
Element x y z (Å)
C (-1.386, -1.450, 2.757)  -0.714
S (-0.824, -1.138, 0.991)  -0.778
H (-1.586, -2.510, 2.754)  0.194
H (-2.418, -1.085, 2.781)  0.187
H (-0.744, -1.095, 3.584)  0.188
H (-0.535, -0.551, -1.336)  0.505
H (-1.564, -0.882, -2.531)  0.475
O (-0.654, -0.667, -2.348)  -0.989
H (1.690, -0.059, -0.562)  0.492
H (0.824, 1.210, -1.106)  0.484
O (1.699, 0.876, -0.761)  -0.975
H (-0.698, 1.113, 0.761)  0.496
H (-1.280, 1.789, 1.909)  0.462
O (-0.893, 1.991, 1.159)  -0.994
H (1.158, -2.068, -2.764)  0.510
H (2.413, -2.937, -3.425)  0.470
O (1.832, -2.169, -3.444)  -0.982
H (1.581, 2.876, 0.402)  0.467
H (0.314, 3.099, 0.612)  0.484
O (1.072, 3.654, 0.567)  -0.979

Most favorable first, least favorable last: w, x

--- w ---
Below is 2 unconnected molecules or ions with the total composition CH2BrN2O3, with properties calculated with ωB97M-V/def2-TZVPD.

Values from the calculation:
total charge	+1
E_HOMO	-14.64	eV
orbital gap	8.55	eV

Last column: natural (NBO) charge in e.
Element x y z (Å)
C (1.372, 1.672, -0.383)  0.603
N (-0.512, 0.084, -0.092)  0.176
N (-0.867, -1.061, 0.314)  -0.055
O (-1.362, 0.671, -0.688)  -0.397
O (2.280, 1.326, 0.206)  -0.280
O (-0.205, -1.930, 1.150)  -0.470
Br (0.417, 2.496, -1.609)  0.531
H (-1.848, -1.335, 0.225)  0.401
H (0.725, -1.924, 0.877)  0.492

--- x ---
Below is 2 unconnected molecules or ions with the total composition CH2BrN2O3, with properties calculated with ωB97M-V/def2-TZVPD.

Values from the calculation:
total charge	+1
E_HOMO	-12.70	eV
orbital gap	4.88	eV

Last column: natural (NBO) charge in e.
Element x y z (Å)
C (0.730, -0.573, -0.354)  -0.099
N (0.392, 2.776, 1.225)  0.845
N (0.327, -1.779, -0.296)  -0.272
O (1.389, 2.710, 0.680)  0.064
O (-0.613, 2.720, 1.657)  0.079
O (-1.011, -2.198, -0.574)  -0.568
Br (-0.322, 0.542, -1.382)  0.018
H (0.573, -2.575, 0.295)  0.443
H (-1.466, -1.622, -1.251)  0.490

Most favorable first, least favorable last: w, x